# 1
The following is a DFT calculation (ωB97M-V with the def2-TZVPD basis set) of C40H27BBrCl60F5N2O5P2 as an isolated structure at a distorted geometry.

The geometry in XYZ format:
```
143
Properties=species:S:1:pos:R:3:lowdin_charge:R:1
C -1.537 -2.970 -4.045 -0.07
C -2.957 -3.176 -4.886 -0.23
O -3.715 -4.261 -4.245 -0.23
C -4.841 -3.765 -3.441 -0.19
C -4.432 -2.686 -2.271 -0.04
C -4.611 -1.038 -2.475 -0.07
N -5.204 -0.502 -3.770 0.04
C -4.149 -0.063 -1.211 0.04
C -3.528 -0.720 0.197 -0.08
C -3.312 -2.340 0.409 -0.42
P -2.542 -2.979 2.034 0.80
C -3.844 -3.540 3.311 -0.32
C -1.158 -4.262 1.756 -0.42
C -3.802 -3.317 -0.858 -0.28
P -3.594 -5.228 -0.559 0.60
O -2.793 -5.985 -1.914 -0.53
Br -5.700 -6.169 -0.346 0.19
C -3.143 0.400 1.378 -0.17
O -3.456 0.147 2.649 -0.02
C -2.449 1.823 0.835 0.03
C -1.246 2.441 1.735 -0.21
F -0.056 2.944 1.022 0.00
F -0.712 1.286 2.560 -0.10
C -1.828 3.493 2.899 -0.02
C -3.402 3.919 3.061 0.02
C -3.823 4.932 4.308 -0.03
C -2.700 5.509 5.405 0.02
C -1.116 5.100 5.238 -0.03
C 0.096 5.583 6.243 -0.22
F 1.403 4.909 5.895 -0.07
F -0.250 5.041 7.607 -0.03
F 0.274 7.056 6.322 -0.07
C -0.738 4.084 3.970 0.09
C -3.040 2.368 -0.417 0.07
B -2.515 3.791 -1.035 -0.43
O -1.258 3.731 -1.861 0.01
N -3.150 5.158 -0.882 -0.10
C -3.161 5.809 -2.282 -0.13
C -4.613 5.098 -0.505 -0.13
C -4.252 1.606 -1.285 -0.14
O -5.201 2.248 -1.969 -0.04
H -1.691 -2.221 -3.151 0.05
H -0.699 -2.610 -4.797 0.09
H -1.226 -4.021 -3.613 0.08
H -3.556 -2.182 -5.042 0.12
H -2.633 -3.560 -5.955 0.06
H -5.671 -3.399 -4.181 0.13
H -5.295 -4.707 -2.874 0.09
H -5.852 0.306 -3.599 0.01
H -5.826 -1.227 -4.239 0.09
H -3.424 -3.302 4.390 0.06
H -4.829 -2.873 3.197 0.07
H -4.081 -4.690 3.250 0.04
H -0.311 -4.046 2.570 0.05
H -0.714 -4.133 0.656 -0.03
H -1.614 -5.349 1.886 0.04
H -2.937 -6.995 -1.887 0.04
H -4.212 3.496 2.329 0.08
H -4.956 5.243 4.476 0.09
H -3.016 6.201 6.316 0.11
H 0.384 3.750 3.846 0.12
H -1.505 3.110 -2.632 0.13
H -3.764 5.133 -3.046 0.11
H -2.079 6.078 -2.663 -0.02
H -3.722 6.851 -2.140 0.11
H -5.336 4.788 -1.384 0.10
H -4.928 6.214 -0.222 0.11
H -4.778 4.466 0.466 0.08
C -6.052 2.521 -6.551 -2.00
Cl -6.970 2.008 -5.112 0.54
Cl -7.070 3.579 -7.559 0.52
Cl -4.595 3.410 -6.040 0.51
Cl -5.572 1.086 -7.492 0.51
C -2.470 -5.549 -8.916 -1.99
Cl -3.892 -5.878 -7.894 0.53
Cl -2.963 -5.518 -10.628 0.52
Cl -1.772 -3.971 -8.470 0.53
Cl -1.254 -6.827 -8.671 0.48
C -0.670 8.409 -4.712 -1.99
Cl -1.794 9.371 -3.719 0.52
Cl -0.812 6.689 -4.272 0.58
Cl -1.074 8.617 -6.435 0.51
Cl 0.999 8.960 -4.422 0.52
C 3.830 6.953 7.508 -1.98
Cl 2.706 7.914 8.502 0.52
Cl 3.688 5.232 7.949 0.53
Cl 3.426 7.160 5.786 0.49
Cl 5.499 7.504 7.798 0.50
C -1.270 8.718 10.311 -2.00
Cl -2.949 9.310 10.238 0.51
Cl -1.139 7.455 11.560 0.52
Cl -0.811 8.039 8.729 0.53
Cl -0.182 10.070 10.716 0.51
C 1.730 -6.543 -0.273 -1.93
Cl 3.008 -5.739 -1.220 0.48
Cl 1.776 -5.953 1.407 0.50
Cl 0.140 -6.175 -0.989 0.51
Cl 1.996 -8.304 -0.291 0.52
C 8.030 4.830 5.497 -2.00
Cl 6.351 5.421 5.424 0.48
Cl 8.161 3.566 6.747 0.51
Cl 8.489 4.151 3.916 0.51
Cl 9.118 6.181 5.903 0.51
C 0.230 -8.391 -4.336 -1.95
Cl -0.894 -7.429 -3.343 0.53
Cl 0.088 -10.111 -3.896 0.53
Cl -0.174 -8.183 -6.059 0.48
Cl 1.899 -7.840 -4.046 0.50
C 4.130 9.668 2.259 -2.01
Cl 3.103 8.289 2.726 0.49
Cl 3.400 10.506 0.866 0.51
Cl 4.265 10.798 3.629 0.51
Cl 5.751 9.077 1.814 0.51
C 0.830 -1.300 0.299 -1.93
Cl -0.853 -1.642 -0.175 0.63
Cl 1.850 -2.713 -0.070 0.51
Cl 1.425 0.116 -0.604 0.54
Cl 0.897 -0.960 2.047 0.57
C 3.830 -5.103 -6.090 -1.98
Cl 2.147 -5.446 -6.564 0.49
Cl 4.850 -6.516 -6.459 0.52
Cl 4.425 -3.688 -6.993 0.50
Cl 3.897 -4.763 -4.342 0.47
C 6.830 -0.767 -4.753 -2.00
Cl 6.326 0.367 -6.032 0.51
Cl 8.388 -1.508 -5.196 0.51
Cl 7.007 0.115 -3.215 0.51
Cl 5.598 -2.040 -4.569 0.46
C 4.130 -7.741 4.055 -1.95
Cl 3.859 -9.007 5.279 0.53
Cl 3.461 -6.197 4.639 0.53
Cl 5.878 -7.560 3.765 0.48
Cl 3.321 -8.202 2.536 0.41
C 6.830 -7.649 -0.168 -1.97
Cl 5.408 -7.979 0.854 0.43
Cl 6.337 -7.618 -1.880 0.51
Cl 7.528 -6.072 0.278 0.49
Cl 8.046 -8.928 0.077 0.52
C 10.130 -5.214 3.761 -2.00
Cl 9.006 -6.346 2.967 0.46
Cl 9.231 -3.786 4.331 0.52
Cl 10.904 -6.021 5.148 0.51
Cl 11.379 -4.704 2.597 0.52
```

- E (Ha) = -33417.44724
- total charge = 0
- multiplicity = 1
- HOMO level (eV) = -7.71
- frontier orbital gap (Eh) = 0.2016

# 2
The following is a DFT calculation (ωB97M-V with the def2-TZVPD basis set) of a 7-piece molecular cluster, C11H23Cl15O8P2 overall at a distorted geometry.

The geometry in XYZ format:
```
59
Properties=species:S:1:pos:R:3:nbo_charge:R:1
C 0.762 -0.351 -0.812 -0.26
O -0.282 -1.171 -1.368 -0.84
P -1.138 -2.036 -0.347 2.62
O -1.565 -1.344 0.868 -1.15
O -2.256 -2.604 -1.271 -0.81
C -3.004 -1.651 -1.957 -0.27
O -0.289 -3.315 -0.033 -0.82
C 0.031 -4.265 -1.060 -0.25
H 0.507 0.699 -0.947 0.18
H 1.670 -0.511 -1.400 0.22
H 0.982 -0.588 0.224 0.20
H -2.385 -1.171 -2.709 0.19
H -3.405 -0.948 -1.235 0.20
H -3.849 -2.144 -2.436 0.19
H -0.713 -4.283 -1.851 0.20
H 0.024 -5.252 -0.594 0.20
H 1.032 -4.053 -1.429 0.19
C 0.502 3.410 -1.166 -0.26
O 0.959 2.768 -2.360 -0.82
P 2.313 1.971 -2.283 2.60
O 2.610 1.359 -0.993 -1.11
O 3.362 3.041 -2.795 -0.82
C 4.750 2.786 -2.586 -0.26
O 2.162 0.946 -3.472 -0.83
C 2.290 1.317 -4.859 -0.25
H -0.414 2.936 -0.825 0.19
H 0.319 4.459 -1.399 0.19
H 1.213 3.364 -0.343 0.20
H 4.933 1.825 -2.104 0.20
H 5.155 3.577 -1.956 0.20
H 5.272 2.788 -3.543 0.18
H 1.397 0.988 -5.400 0.20
H 3.167 0.833 -5.287 0.19
H 2.362 2.395 -5.017 0.20
C 3.527 1.510 4.362 -0.29
Cl 4.166 -0.140 4.425 0.01
Cl 3.394 2.025 2.687 0.03
Cl 4.509 2.616 5.311 0.02
H 2.543 1.498 4.797 0.23
C -4.742 1.818 -0.281 -0.28
Cl -3.025 1.486 -0.494 0.01
Cl -5.217 1.681 1.395 0.05
Cl -5.760 0.777 -1.286 0.01
H -4.883 2.822 -0.636 0.23
C -4.206 -1.825 2.573 -0.28
Cl -5.122 -0.925 3.794 0.00
Cl -5.046 -1.750 1.021 0.01
Cl -3.985 -3.492 3.090 0.02
H -3.234 -1.369 2.497 0.25
C 0.617 -3.565 3.522 -0.30
Cl -0.684 -4.740 3.614 0.02
Cl 2.030 -4.232 2.732 0.02
Cl 0.991 -2.954 5.121 0.02
H 0.262 -2.719 2.955 0.24
C -0.938 1.112 2.604 -0.29
Cl 0.085 0.002 3.550 -0.01
Cl -0.079 2.557 2.136 0.02
Cl -2.412 1.470 3.520 0.01
H -1.265 0.559 1.736 0.27
```

- ΔE to the lowest compared entry with this formula, charge and spin (kcal per mole) = 0.00
- E (Ha) = -8620.61370
- total charge = 0
- multiplicity = 1
- SMILES string = COP(=O)(OC)OC.COP(=O)(OC)OC.ClC(Cl)Cl.ClC(Cl)Cl.ClC(Cl)Cl.ClC(Cl)Cl.ClC(Cl)Cl
- HOMO level (eV) = -10.63
- frontier orbital gap (Eh) = 0.4050

# 3
The following is a DFT calculation (ωB97M-V with the def2-TZVPD basis set) of C26H20BrI2N2OPdS2 as an isolated structure.

The geometry in XYZ format:
```
55
Properties=species:S:1:pos:R:3:nbo_charge:R:1
Pd 0.270 0.238 -0.338 0.89
C -3.856 -0.877 -0.516 -0.68
C -2.597 -0.173 -0.103 0.37
N -1.529 -0.366 -0.831 -0.30
N -1.645 -1.114 -1.997 -0.37
C -0.555 -1.608 -2.456 -0.08
S 1.048 -1.384 -1.763 -0.01
S -0.543 -2.585 -3.903 0.33
C -2.031 -2.076 -4.827 -0.53
C -3.373 -2.590 -4.392 -0.07
C -4.429 -1.704 -4.219 -0.22
C -5.701 -2.172 -3.921 -0.21
C -5.922 -3.533 -3.769 -0.21
C -4.868 -4.423 -3.932 -0.21
C -3.604 -3.955 -4.253 -0.16
C -2.624 0.663 1.086 -0.20
C -3.807 0.665 1.868 -0.15
C -3.960 1.470 2.963 -0.26
C -2.921 2.336 3.324 -0.13
C -1.758 2.373 2.603 -0.28
C -1.565 1.534 1.485 0.39
O -0.414 1.658 0.873 -0.71
H -3.733 -1.421 -1.443 0.28
H -4.672 -0.165 -0.620 0.25
H -4.122 -1.577 0.279 0.25
H -1.782 -2.483 -5.810 0.25
H -2.026 -0.991 -4.914 0.24
H -4.257 -0.640 -4.336 0.21
H -6.520 -1.473 -3.809 0.22
H -6.912 -3.900 -3.535 0.22
H -5.037 -5.487 -3.825 0.22
H -2.790 -4.656 -4.393 0.21
H -4.619 0.009 1.600 0.22
H -4.874 1.442 3.539 0.23
H -3.033 2.979 4.188 0.23
H -0.944 3.031 2.872 0.23
Br 2.538 1.174 0.184 0.28
C 2.842 -0.080 1.592 -0.07
C 4.026 -0.046 2.257 -0.22
C 4.227 -0.955 3.316 -0.19
C 3.244 -1.837 3.655 -0.16
C 2.011 -1.875 2.960 -0.05
C 0.995 -2.791 3.320 -0.16
C -0.183 -2.822 2.641 -0.19
C -0.410 -1.946 1.554 -0.26
C 0.543 -1.044 1.206 0.03
C 1.789 -0.973 1.883 -0.09
H 4.797 0.662 1.987 0.24
H 5.164 -0.941 3.853 0.24
H 3.394 -2.535 4.469 0.23
H 1.179 -3.474 4.139 0.23
H -0.956 -3.528 2.910 0.23
H -1.338 -2.032 1.015 0.23
I 0.174 2.000 -2.681 0.09
I -1.583 3.761 -1.761 0.08
```

- ΔE to the lowest compared entry with this formula, charge and spin (kcal per mole) = 0.00
- E (Ha) = -5280.94484
- total charge = +1
- multiplicity = 1
- HOMO level (eV) = -10.92
- frontier orbital gap (Eh) = 0.2284

# 4
The following is a DFT calculation (ωB97M-V with the def2-TZVPD basis set) of a 9-piece molecular cluster, FH16O8 overall at a distorted geometry.

The geometry in XYZ format:
```
25
Properties=species:S:1:pos:R:3:nbo_charge:R:1
F 0.318 0.478 0.073 -0.78
O 1.871 2.611 0.258 -0.97
H 1.441 2.978 -0.480 0.45
H 1.305 1.753 0.241 0.48
O -1.703 1.674 1.016 -0.98
H -2.159 1.048 1.571 0.45
H -0.857 1.182 0.786 0.48
O -2.578 -1.670 -0.635 -0.98
H -3.058 -0.853 -0.718 0.48
H -1.754 -1.554 -0.195 0.49
O -1.494 0.755 -1.679 -0.98
H -1.372 -0.146 -1.876 0.47
H -0.778 0.739 -1.026 0.48
O -0.641 -1.540 1.223 -1.01
H -0.152 -0.903 0.686 0.49
H -0.267 -1.523 2.123 0.49
O 2.473 -0.604 -0.950 -0.99
H 3.092 -0.374 -0.276 0.47
H 1.682 -0.044 -0.697 0.50
O 1.405 0.366 2.410 -0.98
H 0.868 0.934 2.989 0.47
H 1.019 0.396 1.535 0.48
O 0.079 -1.745 -2.133 -0.95
H 0.590 -2.200 -2.832 0.47
H 0.664 -1.757 -1.405 0.48
```

- ΔE to the lowest compared entry with this formula, charge and spin (kcal per mole) = 34.85
- E (Ha) = -711.47422
- total charge = -1
- multiplicity = 1
- HOMO level (eV) = -6.53
- frontier orbital gap (Eh) = 0.3657

# 5
The following is a DFT calculation (ωB97M-V with the def2-TZVPD basis set) of C13H23INPSn as an isolated structure at a distorted geometry.

The geometry in XYZ format:
```
40
Properties=species:S:1:pos:R:3:nbo_charge:R:1
C -0.891 -1.942 -2.235 -0.16
C -0.836 -0.580 -2.506 -0.22
C 0.152 0.221 -1.910 -0.06
C 1.114 -0.377 -1.091 -0.40
C 0.939 -1.703 -0.673 -0.06
C -0.026 -2.499 -1.297 -0.19
C 0.110 1.688 -2.202 -0.43
C -1.272 2.318 -1.875 -0.26
N -1.799 2.037 -0.553 0.04
Sn 3.011 0.625 -0.574 1.06
C 1.773 -2.325 0.432 -0.77
P 1.735 -1.481 2.038 1.31
H -1.565 -0.124 -3.183 0.23
H -0.093 -3.554 -1.020 0.24
H -1.614 -2.573 -2.750 0.25
H 2.833 -2.389 0.145 0.28
H 1.436 -3.353 0.651 0.28
H 0.892 2.235 -1.655 0.24
H 0.276 1.864 -3.280 0.27
H -1.178 3.413 -1.970 0.27
C 1.958 -2.746 3.292 -0.97
C 0.199 -0.579 2.272 -0.98
H -2.010 1.972 -2.614 0.24
C -3.108 1.432 -0.463 -0.47
C -1.561 3.012 0.481 -0.49
H 3.718 -0.178 0.857 -0.24
H -3.912 2.192 -0.434 0.28
H -3.286 0.766 -1.320 0.25
H -3.179 0.858 0.475 0.26
H -2.126 3.947 0.295 0.28
H -1.896 2.610 1.450 0.24
H -0.487 3.255 0.540 0.27
H -0.541 -1.262 2.716 0.28
H 0.367 0.270 2.953 0.29
H -0.203 -0.183 1.329 0.27
H 1.272 -3.585 3.098 0.28
H 2.988 -3.132 3.273 0.29
H 1.752 -2.330 4.287 0.29
H 2.909 -0.606 2.058 0.06
I 2.151 2.787 0.965 -0.34
```

- ΔE to the lowest compared entry with this formula, charge and spin (kcal per mole) = 0.00
- E (Ha) = -1416.58916
- total charge = +2
- multiplicity = 1
- HOMO level (spin up / spin down) (eV) = -15.16 / -14.51
- frontier orbital gap (spin up / spin down) (Eh) = 0.2491 / 0.1852

# 6
The following is a DFT calculation (ωB97M-V with the def2-TZVPD basis set) of C12H25AlN3 as an isolated structure at a distorted geometry.

The geometry in XYZ format:
```
41
Properties=species:S:1:pos:R:3:nbo_charge:R:1
C 6.615 -0.808 0.218 -1.22
Al 4.570 -1.113 0.119 1.16
C 3.640 0.379 -0.932 -0.97
C 2.259 -0.003 -1.633 -0.39
C 1.223 -0.803 -0.731 -0.20
C 1.083 -0.244 0.754 -0.63
C 1.432 -2.402 -0.768 -0.62
H 6.872 0.285 0.404 0.19
H 7.093 -1.410 1.059 0.20
H 7.157 -1.117 -0.731 0.19
H 4.053 -1.162 1.632 -0.44
H 4.376 -2.575 -0.515 -0.43
H 3.571 1.311 -0.277 0.20
H 4.359 0.665 -1.776 0.20
H 1.744 0.989 -1.892 0.16
H 2.384 -0.532 -2.632 0.19
H 0.196 -0.644 -1.212 0.17
H 0.074 -0.622 1.136 0.17
H 1.849 -0.687 1.461 0.25
H 1.025 0.882 0.801 0.22
H 2.090 -2.722 0.090 0.24
H 0.412 -2.891 -0.655 0.19
H 1.855 -2.643 -1.782 0.21
C -1.443 2.479 -2.558 -0.72
C -1.108 2.782 -1.138 0.30
N -0.837 3.032 -0.020 -0.34
H -1.200 1.439 -2.781 0.27
H -2.507 2.641 -2.730 0.24
H -0.870 3.129 -3.220 0.25
C -3.247 -0.259 1.406 -0.73
C -3.562 -0.911 0.103 0.31
N -3.808 -1.418 -0.914 -0.38
H -3.850 -0.704 2.198 0.28
H -2.190 -0.392 1.642 0.27
H -3.465 0.808 1.350 0.25
C -7.363 1.100 2.191 -0.71
C -6.216 0.433 2.869 0.31
N -5.321 -0.087 3.395 -0.35
H -7.885 0.382 1.557 0.26
H -8.057 1.490 2.936 0.25
H -7.001 1.923 1.575 0.26
```

- E (Ha) = -878.87830
- total charge = -1
- multiplicity = 1
- HOMO level (eV) = -4.47
- frontier orbital gap (Eh) = 0.2315

- E of number 4 (FH16O8)?
  -711.47422 Ha

- Number 3 is which compound?
  C26H20BrI2N2OPdS2

- Which of these has the lowest E?
  C40H27BBrCl60F5N2O5P2

- Which formula does entry 5 have?
  C13H23INPSn